Formula: C34H34NO2PPtS2
Source: OMol25
Level of theory: wB97M-V/def2-TZVPD

XYZ file:
```
75
Properties=species:S:1:pos:R:3:mulliken_spin:R:1
Pt -0.306 0.543 0.121 1.29
O -1.000 -1.519 -0.439 0.12
S -0.534 -2.696 -1.283 0.03
C 0.396 -1.914 -2.694 0.00
C 1.755 -2.476 -3.092 0.01
C 2.924 -2.039 -2.204 0.01
C 3.237 -0.547 -2.369 0.04
S 3.040 0.395 -0.811 0.06
O 1.790 -0.170 -0.158 0.11
C 4.440 -0.185 0.142 0.27
C 4.237 -0.682 1.444 0.01
C 5.328 -1.063 2.179 0.16
C 6.628 -0.882 1.641 0.25
C 6.819 -0.400 0.327 0.10
C 5.733 -0.007 -0.408 0.04
C 0.660 -3.628 -0.328 -0.01
C 1.065 -3.179 0.922 0.01
C 1.924 -3.971 1.668 0.00
C 2.344 -5.202 1.176 0.00
C 1.920 -5.645 -0.070 0.00
C 1.049 -4.868 -0.821 0.00
H 0.443 -0.860 -2.407 0.01
H -0.303 -2.017 -3.524 0.00
H 1.950 -2.136 -4.113 0.00
H 1.720 -3.563 -3.145 0.00
H 3.805 -2.621 -2.477 0.00
H 2.706 -2.270 -1.161 0.00
H 2.560 -0.048 -3.065 0.00
H 4.255 -0.352 -2.709 0.00
H 3.236 -0.777 1.841 0.00
H 5.198 -1.463 3.176 0.01
H 7.492 -1.067 2.271 0.00
H 7.814 -0.305 -0.089 0.01
H 5.885 0.423 -1.390 0.00
H 0.695 -2.235 1.300 0.01
H 2.243 -3.648 2.651 0.00
H 2.966 -5.843 1.788 0.00
H 2.241 -6.607 -0.445 0.00
H 0.669 -5.239 -1.766 0.00
N -1.127 0.291 2.356 0.21
C -1.624 1.542 2.834 0.01
C -1.508 1.909 4.166 0.03
C -2.056 3.110 4.599 0.01
C -2.701 3.958 3.707 0.02
C -2.773 3.624 2.361 0.01
C -2.241 2.417 1.921 -0.03
P -2.139 1.981 0.180 0.35
C -3.405 0.732 -0.210 0.25
C -3.478 0.280 -1.568 0.13
C -4.447 -0.618 -1.943 0.02
C -5.309 -1.132 -0.969 0.24
C -5.230 -0.694 0.381 0.22
C -4.268 0.212 0.764 -0.03
C -2.499 3.428 -0.812 -0.03
C -3.773 3.578 -1.373 0.02
C -4.072 4.740 -2.064 0.00
C -3.106 5.724 -2.240 0.02
C -1.844 5.577 -1.669 0.01
C -1.532 4.428 -0.967 0.03
H -0.526 -0.166 3.035 -0.01
H -1.857 -0.358 2.076 -0.01
H -1.029 1.248 4.879 0.00
H -1.982 3.383 5.644 0.00
H -3.129 4.889 4.053 0.00
H -3.227 4.311 1.657 0.00
H -2.791 0.680 -2.305 0.00
H -4.534 -0.933 -2.974 0.01
H -6.040 -1.882 -1.248 -0.01
H -5.949 -1.055 1.107 0.00
H -4.245 0.579 1.783 0.00
H -4.532 2.815 -1.247 0.01
H -5.074 4.894 -2.442 0.00
H -3.333 6.608 -2.822 0.00
H -1.106 6.360 -1.778 0.00
H -0.540 4.299 -0.551 0.00
```

⟨S²⟩ ... 6.05
Total energy ... -2776.6551 hartree
2S+1 ... 5
LUMO level (alpha / beta) ... -10.87 / -14.84 eV
Total charge ... +4
Highest occupied orbital energy (alpha / beta) ... -0.6894 / -0.6925 Ha
Strongest force on any atom ... 1.50 eV/Å
ΔE to the lowest compared entry with this formula, charge and spin ... 0.000 eV
Gap between HOMO and LUMO (alpha / beta) ... 0.29010 / 0.14722 Ha